12
Properties=species:S:1:pos:R:3:lowdin_charge:R:1 method="wB97M-V/def2-TZVPD" e_above_lowest_kcal_mol=34.7 smiles="CC=O.O=CO" homo_lumo_gap_ev=11.13 largest_force_ev_per_a=4.13 total_charge=0 e_tot_ha=-343.5992
H 3.108 -1.599 -0.062 0.155
H -2.794 0.794 0.966 0.082
C 2.390 -0.941 -0.660 -0.425
H -1.814 -0.786 0.690 0.087
H 0.597 -0.745 -1.074 0.118
C -0.853 1.054 -0.016 -0.351
O 2.555 0.143 -1.093 0.076
O -0.681 0.755 -1.133 0.049
H -1.315 0.427 1.914 0.105
H -0.551 2.116 0.299 0.140
O 1.176 -1.528 -0.699 0.018
C -1.817 0.309 0.867 -0.056